{"formula": "C20H20IN6ORhS3", "method": "ωB97M-V/def2-TZVPD", "species": ["Rh", "C", "S", "C", "S", "N", "N", "C", "C", "C", "C", "C", "C", "N", "H", "H", "H", "H", "H", "H", "H", "H", "N", "C", "O", "C", "I", "H", "H", "H", "H", "S", "C", "C", "C", "N", "C", "C", "C", "C", "C", "N", "C", "C", "H", "H", "H", "H", "H", "H", "H", "H"], "positions_angstrom": [[-0.55193, 1.09408, 0.53337], [-0.59721, 6.04366, 3.27043], [0.53354, 5.31332, 2.06779], [-0.14876, 3.76985, 1.79148], [0.88191, 2.76548, 0.71303], [-1.27017, 3.37053, 2.29891], [-1.56262, 2.07833, 1.93807], [-2.49489, 1.43218, 2.54193], [-2.68194, 0.02971, 2.15966], [-3.63419, -0.78546, 2.74113], [-3.68007, -2.12573, 2.36741], [-2.76803, -2.59971, 1.44350], [-1.83753, -1.72140, 0.89799], [-1.79965, -0.44091, 1.24125], [-0.01666, 6.78637, 3.81251], [-0.95634, 5.28171, 3.95550], [-1.42596, 6.52329, 2.75653], [-3.07119, 1.89909, 3.33279], [-4.31501, -0.38723, 3.48047], [-4.41609, -2.78615, 2.80492], [-2.76461, -3.63522, 1.13553], [-1.10651, -2.05012, 0.17035], [-3.60402, 2.06803, -2.11975], [-2.57331, 2.26957, -1.33485], [-2.01082, 1.24582, -0.83551], [-2.11097, 3.66199, -1.03238], [-2.62321, 5.15170, -2.45401], [-3.93911, 1.13116, -2.28966], [-4.05040, 2.84729, -2.58529], [-1.02906, 3.65058, -0.93575], [-2.54697, 3.96359, -0.07964], [3.25897, -2.52832, -3.50347], [2.25548, -1.58939, -2.40208], [2.67402, -1.19836, -1.12971], [1.83904, -0.43430, -0.34846], [0.62362, -0.03103, -0.76217], [0.22076, -0.38989, -1.99035], [0.99652, -1.16312, -2.82545], [4.04342, -3.63849, -2.34460], [3.42828, -4.83883, -2.02342], [4.07635, -5.68221, -1.13068], [5.24771, -5.40056, -0.57215], [5.83739, -4.26002, -0.91028], [5.28395, -3.34496, -1.79740], [3.64436, -1.48151, -0.74831], [2.14586, -0.11493, 0.63964], [-0.76061, -0.05425, -2.29108], [0.62330, -1.43600, -3.80284], [2.47835, -5.11627, -2.45891], [3.63000, -6.63122, -0.85720], [6.80336, -4.06500, -0.45950], [5.82164, -2.44672, -2.06931]], "atomic_forces_ev_per_a": [[0.107, 0.104, 0.159], [-0.005, -0.004, -0.028], [-0.020, -0.052, 0.080], [0.109, 0.032, -0.017], [-0.043, 0.065, 0.014], [0.006, 0.045, -0.067], [-0.191, -0.138, 0.049], [0.152, 0.048, -0.125], [0.052, 0.003, 0.039], [0.102, 0.029, -0.065], [0.022, -0.012, -0.019], [-0.006, 0.014, 0.005], [-0.015, 0.000, 0.008], [-0.191, -0.045, 0.012], [0.004, 0.023, -0.027], [0.020, -0.007, 0.005], [-0.023, -0.026, 0.024], [0.007, 0.026, 0.013], [-0.005, 0.021, 0.001], [0.005, -0.012, -0.001], [-0.007, -0.008, 0.006], [-0.019, 0.001, -0.008], [-0.055, 0.018, -0.031], [0.068, 0.001, 0.022], [-0.153, -0.138, -0.034], [0.040, -0.011, -0.004], [-0.015, -0.002, 0.013], [0.011, 0.006, 0.000], [0.008, -0.011, -0.014], [0.003, 0.010, -0.004], [0.029, -0.012, 0.021], [-0.221, -0.019, 0.136], [0.186, -0.084, -0.091], [-0.067, -0.057, 0.127], [0.037, -0.026, -0.032], [-0.063, 0.095, 0.005], [0.070, -0.060, -0.050], [-0.037, 0.128, -0.074], [0.161, 0.060, -0.004], [-0.033, 0.055, 0.019], [-0.064, -0.045, 0.000], [0.023, -0.009, 0.019], [0.051, 0.024, -0.001], [-0.001, -0.002, -0.086], [-0.004, -0.024, 0.019], [0.013, -0.012, -0.007], [0.001, -0.005, -0.021], [-0.022, -0.010, 0.004], [-0.003, -0.008, -0.008], [-0.005, 0.000, 0.000], [0.002, 0.002, 0.002], [-0.019, 0.030, 0.017]], "mulliken_charge": [0.0801, -0.8274, 0.0788, 0.6016, -0.3564, -1.0411, 0.8987, -0.5672, 0.8407, -0.8541, -0.2259, -0.9208, -0.0175, 0.0795, 0.3808, 0.2942, 0.2930, 0.4501, 0.4329, 0.4607, 0.4227, 0.4463, -0.3170, 0.9602, -0.5219, -0.8986, 0.2091, 0.2740, 0.0930, 0.2434, 0.3724, -0.1161, 0.6534, -0.7021, -0.5764, 0.4320, -0.2813, -0.8602, 0.0567, -0.1090, -0.3932, -0.5175, -0.3611, -0.0815, 0.4408, 0.4892, 0.4721, 0.4611, 0.4208, 0.3633, 0.3736, 0.4710], "charge": 2, "homo_energy_ev": [-13.86, -13.86], "orbital_gap_ev": [5.86, 5.86], "total_energy_ha": -2780.21401, "lumo_energy_ev": [-8.0, -8.0], "spin_multiplicity": 1}